[1]
ORCA calculation (ωB97M-V/def2-TZVPD) on C49H42ClN2P3S3Tb as an isolated structure in a non-equilibrium geometry.

Results
- expectation value of S² = 12.18
- orbital gap (spin up / spin down) (eV) = 6.61 / 6.89
- ΔE to the lowest compared entry with this formula, charge and spin (kJ/mol) = 175.63
- highest occupied orbital energy (spin up / spin down) (eV) = -9.490 / -9.625
- LUMO level (spin up / spin down) (eV) = -2.9 / -2.7

The geometry in ORCA input format:
```
! RIJCOSX wB97M-V def2-TZVPD def2/J DEFGRID3
* xyz 1 7
Tb -0.07 -0.04 0.51
S -0.72 -0.14 -2.11
P 1.27 -0.69 -2.27
C 1.89 -0.62 -0.59
P 2.95 0.39 0.37
S 1.91 1.74 1.52
C 3.72 -0.73 1.52
C 4.30 -1.92 1.00
C 4.84 -2.88 1.95
C 5.15 -2.39 3.28
C 4.76 -1.14 3.65
C 3.93 -0.31 2.82
C 4.21 1.20 -0.64
C 4.03 2.51 -1.05
C 4.93 3.08 -1.98
C 5.99 2.34 -2.42
C 6.24 1.07 -1.93
C 5.35 0.46 -1.05
C 1.35 -2.30 -3.09
C 1.16 -2.49 -4.49
C 0.91 -3.77 -4.99
C 0.66 -4.84 -4.10
C 0.84 -4.63 -2.71
C 1.11 -3.37 -2.17
C 2.04 0.37 -3.56
C 1.48 1.59 -3.87
C 2.04 2.41 -4.88
C 3.20 2.01 -5.50
C 3.79 0.79 -5.13
C 3.19 -0.07 -4.21
H 4.07 -2.30 0.01
H 5.07 -3.92 1.63
H 5.59 -3.11 4.04
H 4.98 -0.84 4.67
H 3.42 0.56 3.27
H 3.23 3.06 -0.62
H 4.75 4.09 -2.37
H 6.66 2.93 -3.03
H 7.08 0.50 -2.37
H 5.49 -0.59 -0.82
H 1.25 -1.69 -5.21
H 0.71 -3.91 -6.09
H 0.34 -5.82 -4.49
H 0.62 -5.41 -2.06
H 1.06 -3.24 -1.11
H 0.63 1.90 -3.25
H 1.70 3.43 -5.00
H 3.76 2.68 -6.20
H 4.68 0.49 -5.64
H 3.61 -1.05 -3.98
Cl 0.25 -1.26 3.09
C -0.47 -0.37 4.44
C -0.34 -0.90 5.72
C -1.06 -0.38 6.75
C -1.94 0.68 6.58
C -2.05 1.24 5.34
C -1.30 0.74 4.23
P -1.64 1.44 2.60
C -3.45 1.27 2.39
C -3.93 -0.09 2.49
C -5.27 -0.26 2.69
C -6.14 0.81 2.49
C -5.69 2.11 2.50
C -4.34 2.35 2.46
C -1.40 3.16 2.63
C -0.91 3.87 3.71
C -1.01 5.27 3.72
C -1.40 5.93 2.56
C -1.69 5.26 1.36
C -1.84 3.86 1.43
H 0.35 -1.73 5.85
H -0.86 -0.76 7.74
H -2.50 1.02 7.45
H -2.66 2.14 5.17
H -3.19 -0.85 2.58
H -5.64 -1.23 2.96
H -7.22 0.58 2.28
H -6.42 2.93 2.53
H -3.94 3.39 2.42
H -0.45 3.36 4.59
H -0.78 5.86 4.55
H -1.37 7.05 2.58
H -1.86 5.80 0.45
H -2.30 3.26 0.64
C -5.59 -0.32 -1.80
C -4.83 -1.62 -1.77
C -4.75 -2.59 -2.74
C -3.70 -3.57 -2.60
N -2.88 -3.57 -1.57
C -2.91 -2.65 -0.66
S -1.69 -2.53 0.52
N -4.00 -1.73 -0.67
C -3.41 -4.52 -3.72
H -6.37 -0.28 -1.00
H -6.12 -0.34 -2.82
H -4.96 0.58 -1.65
H -5.44 -2.63 -3.58
H -3.98 -0.88 -0.08
H -2.43 -4.96 -3.56
H -3.49 -3.99 -4.77
H -4.22 -5.35 -3.78
*
```

Results of the Löwdin charge analysis, in e, for atoms 1 through 5:
1. Tb 0.660
2. S 0.190
3. P 0.507
4. C -0.673
5. P 0.426

---

[2]
ORCA calculation (ωB97M-V/def2-TZVPD) on a 21-piece molecular cluster, C61H158N6O21 overall in a non-equilibrium geometry.

Results
- orbital gap (eV) = 8.37
- highest occupied orbital energy (eV) = -8.117
- LUMO level (eV) = 0.3

The geometry in ORCA input format:
```
! RIJCOSX wB97M-V def2-TZVPD def2/J DEFGRID3
* xyz 0 1
C 0.99 3.31 -6.15
O 0.14 3.93 -5.17
H 0.55 3.35 -7.18
H 1.90 3.85 -6.12
H 1.17 2.27 -5.86
H -0.70 3.45 -5.15
C -3.03 2.47 -5.73
O -1.85 1.85 -5.28
H -2.96 2.73 -6.78
H -3.99 1.97 -5.55
H -3.14 3.49 -5.32
H -1.81 1.72 -4.31
C -7.48 0.51 -0.79
O -6.42 0.41 -1.72
H -8.05 -0.50 -0.67
H -7.21 0.83 0.21
H -8.21 1.17 -1.25
H -6.05 -0.50 -1.68
C -4.36 5.15 0.96
O -4.35 3.74 1.29
H -5.21 5.36 0.38
H -4.49 5.74 1.94
H -3.47 5.50 0.50
H -4.41 3.25 0.44
C -2.09 -1.71 6.35
O -2.55 -0.64 5.54
H -2.95 -2.26 6.73
H -1.31 -2.32 5.95
H -1.62 -1.30 7.19
H -2.62 0.14 6.09
C -1.98 1.92 8.05
O -2.73 1.83 6.93
H -2.46 2.43 8.93
H -1.65 0.96 8.38
H -0.99 2.37 7.84
H -2.31 2.49 6.30
C 0.17 4.12 5.31
O -1.11 3.53 5.34
H 0.87 3.75 6.05
H 0.67 4.04 4.35
H 0.01 5.22 5.58
H -1.53 3.38 4.52
O -3.61 -0.34 2.80
H -4.59 -0.48 2.88
H -3.22 -0.56 3.68
O 0.55 3.80 -2.28
H 0.41 3.93 -3.25
H -0.09 3.09 -2.05
O 0.36 0.84 6.01
H -0.30 0.13 5.94
H 0.01 1.69 5.70
O -2.89 2.69 3.44
H -3.11 1.75 3.50
H -3.54 3.11 2.85
O -4.23 1.88 -0.88
H -3.70 1.08 -0.51
H -4.89 1.47 -1.39
O -1.74 2.06 -2.24
H -1.54 1.24 -1.77
H -2.68 2.26 -2.01
O -3.28 -0.67 -0.22
H -3.04 -0.82 0.72
H -2.39 -0.59 -0.65
O -0.59 -0.38 -1.10
H -0.39 -1.25 -1.50
H 0.13 0.24 -1.35
C 1.33 1.75 1.32
C 2.68 1.42 0.65
C 3.57 0.64 1.62
C 4.78 -0.07 0.92
C 4.28 -0.95 -0.21
C 3.48 -0.14 -1.24
N 2.47 0.61 -0.52
O 1.65 1.22 -1.49
C 4.43 0.79 -2.06
C 2.77 -1.17 -2.12
C 3.32 2.84 0.42
H 1.50 2.17 2.31
H 0.77 0.77 1.49
H 0.64 2.45 0.87
H 3.77 1.30 2.45
H 2.90 -0.17 1.98
H 5.38 -0.50 1.67
H 5.44 0.74 0.54
H 3.65 -1.77 0.14
H 5.08 -1.49 -0.72
H 3.95 1.13 -3.00
H 4.81 1.71 -1.61
H 5.31 0.12 -2.36
H 3.53 -1.62 -2.75
H 2.28 -1.99 -1.60
H 1.98 -0.69 -2.64
H 3.48 3.37 1.36
H 2.71 3.46 -0.21
H 4.28 2.78 -0.14
H 1.95 2.13 -1.74
C 3.05 -2.41 3.96
C 3.49 -1.72 5.32
C 4.80 -2.30 5.73
C 5.42 -1.48 6.90
C 5.59 -0.01 6.48
C 4.26 0.67 6.05
N 3.64 -0.22 5.05
O 2.51 0.34 4.43
C 3.45 1.02 7.36
C 4.48 1.97 5.36
C 2.40 -1.98 6.36
H 2.08 -2.08 3.61
H 2.94 -3.50 4.19
H 3.78 -2.18 3.15
H 4.67 -3.36 5.94
H 5.53 -2.32 4.88
H 6.42 -1.81 7.31
H 4.67 -1.54 7.69
H 6.23 0.10 5.59
H 6.09 0.55 7.30
H 3.51 0.29 8.09
H 3.86 1.94 7.79
H 2.44 1.26 7.08
H 3.57 2.49 5.08
H 5.16 2.59 6.05
H 5.06 1.89 4.46
H 1.43 -1.59 5.94
H 2.57 -1.38 7.27
H 2.34 -3.06 6.62
H 1.85 0.43 5.12
C 2.79 7.07 -0.85
C 1.47 7.90 -0.87
C 0.18 7.05 -0.81
C -0.19 6.46 0.59
C -0.20 7.57 1.63
C 1.13 8.40 1.67
N 1.38 8.85 0.22
O 2.54 9.70 0.13
C 0.90 9.70 2.44
C 2.30 7.59 2.30
C 1.32 8.66 -2.22
H 2.87 6.57 -1.87
H 2.77 6.36 -0.01
H 3.66 7.70 -0.69
H -0.69 7.68 -1.09
H 0.18 6.22 -1.51
H 0.43 5.58 0.90
H -1.22 6.09 0.56
H -0.40 7.23 2.66
H -0.96 8.34 1.39
H 1.82 10.28 2.51
H 0.05 10.17 1.99
H 0.67 9.46 3.46
H 3.20 8.01 1.80
H 2.27 7.79 3.35
H 2.26 6.55 2.02
H 2.27 9.11 -2.49
H 0.45 9.26 -2.11
H 1.28 7.78 -3.00
H 2.15 10.54 0.36
C -6.37 -4.41 -2.75
C -4.83 -4.27 -2.43
C -3.94 -5.07 -3.49
C -4.11 -4.55 -4.87
C -3.47 -3.11 -4.84
C -4.14 -2.16 -3.84
N -4.26 -2.89 -2.55
O -5.06 -2.08 -1.67
C -3.18 -0.95 -3.58
C -5.44 -1.49 -4.37
C -4.57 -4.85 -1.11
H -6.82 -4.13 -1.78
H -6.50 -5.45 -2.92
H -6.80 -3.77 -3.49
H -2.92 -4.88 -3.16
H -4.23 -6.14 -3.37
H -5.11 -4.69 -5.29
H -3.50 -5.12 -5.65
H -3.44 -2.60 -5.76
H -2.40 -3.30 -4.54
H -3.00 -0.45 -4.52
H -3.60 -0.28 -2.84
H -2.18 -1.28 -3.26
H -6.28 -2.12 -4.67
H -5.75 -0.62 -3.66
H -5.14 -1.04 -5.32
H -5.16 -5.77 -1.04
H -4.84 -4.15 -0.28
H -3.48 -4.92 -1.11
H -4.51 -1.60 -1.07
C 2.20 -2.47 -6.01
C 2.70 -3.95 -5.85
C 2.33 -4.40 -4.40
C 0.82 -4.81 -4.26
C 0.46 -5.86 -5.29
C 0.72 -5.41 -6.73
N 2.07 -4.91 -6.85
O 2.30 -4.38 -8.17
C 0.81 -6.56 -7.81
C -0.42 -4.48 -7.15
C 4.22 -4.15 -6.08
H 2.29 -1.91 -5.08
H 1.18 -2.37 -6.47
H 2.83 -1.94 -6.71
H 2.96 -5.23 -4.10
H 2.59 -3.57 -3.69
H 0.13 -3.96 -4.47
H 0.57 -5.12 -3.26
H -0.55 -6.16 -5.15
H 1.11 -6.70 -5.12
H 1.60 -7.27 -7.67
H -0.16 -7.09 -7.86
H 1.10 -6.06 -8.76
H -0.57 -3.61 -6.48
H -0.30 -4.10 -8.15
H -1.39 -5.02 -7.01
H 4.77 -3.70 -5.24
H 4.45 -3.72 -7.05
H 4.46 -5.23 -6.13
H 1.77 -3.59 -8.10
C 1.45 -5.93 0.07
C 0.68 -4.76 0.54
C -0.39 -4.43 -0.55
C -1.56 -3.44 -0.16
C -2.08 -3.95 1.20
C -1.02 -4.08 2.27
N -0.04 -5.10 1.79
O 0.85 -5.56 2.78
C -0.54 -2.70 2.71
C -1.68 -4.74 3.50
C 1.57 -3.56 0.74
H 2.41 -6.07 0.66
H 1.74 -5.72 -0.98
H 0.97 -6.91 0.19
H 0.21 -4.08 -1.43
H -0.87 -5.34 -0.88
H -2.26 -3.41 -0.99
H -1.05 -2.51 -0.03
H -2.44 -4.93 0.99
H -2.89 -3.36 1.53
H -1.42 -2.12 3.01
H 0.10 -2.73 3.60
H -0.16 -2.02 1.97
H -1.90 -5.80 3.34
H -1.01 -4.64 4.33
H -2.62 -4.28 3.91
H 2.09 -3.45 1.74
H 1.16 -2.51 0.54
H 2.38 -3.52 -0.04
H 1.13 -4.81 3.26
*
```

Results of the Löwdin charge analysis, in e, for atoms 1 through 5:
1. C -0.124
2. O -0.155
3. H 0.096
4. H 0.059
5. H 0.079

---

[3]
ORCA calculation (ωB97M-V/def2-TZVPD) on one molecule with the formula C2H4N2O2 in a non-equilibrium geometry.

Results
- SMILES = NC(=O)C(N)=O
- orbital gap (eV) = 10.36
- ΔE to the lowest compared entry with this formula, charge and spin (kJ/mol) = 59.87
- highest occupied orbital energy (eV) = -9.969
- LUMO level (eV) = 0.4

The geometry in ORCA input format:
```
! RIJCOSX wB97M-V def2-TZVPD def2/J DEFGRID3
* xyz 0 1
N 0.56 1.06 -1.39
C 0.69 0.04 -0.40
O 1.70 -0.54 0.04
C -0.68 -0.19 0.29
N -0.50 -0.61 1.59
O -1.78 0.17 -0.20
H 1.30 1.07 -2.10
H -0.41 1.34 -1.61
H -1.22 -0.77 2.35
H 0.47 -0.79 1.87
*
```

Results of the Löwdin charge analysis, in e, for atoms 1 through 5:
1. N 0.151
2. C -0.385
3. O 0.038
4. C -0.421
5. N 0.150

---

Number 1: E -149798.2185 eV. Number 2: E -117748.3169 eV. Number 3: E -9214.6024 eV.